The following is a DFT calculation (wB97M-V/def2-TZVPD) of one molecule with the formula C6H11I2OP.

The geometry in XYZ format:
```
21
C6H11I2OP, DFT wB97M-V/def2-TZVPD
C 3.8578 -0.3057 0.8339
C 2.3388 -0.2160 0.6297
I 1.2667 -1.9458 1.3368
C 1.7244 0.8094 0.0699
I 2.8296 2.5475 -0.5771
P -0.1926 0.8938 -0.2318
C -2.0474 1.0704 -0.6633
C -2.8753 0.0296 0.2146
C -2.7165 -1.4660 -0.2559
O -2.0981 -0.8400 1.0140
H 4.3143 0.6845 0.9549
H 4.2566 -0.7853 -0.0812
H 4.1394 -0.9462 1.6821
H -0.4007 1.4092 1.0720
H 0.0878 1.8560 -1.2581
H -0.2358 -0.4662 -0.6203
H -2.3947 2.0617 -0.3231
H -2.2845 0.8375 -1.7118
H -3.8738 0.3335 0.5799
H -1.7298 -1.8489 -0.5468
H -3.3551 -2.2227 0.2143
```

Results
HOMO = -8.65 eV
SMILES string = C/C(I)=C(\I)[PH3]C[C@H]1CO1
LUMO energy = -0.059 eV

The following is a DFT calculation (wB97M-V/def2-TZVPD) of one molecule with the formula C5H10O2.

The geometry in XYZ format:
```
17
C5H10O2, DFT wB97M-V/def2-TZVPD
C 2.1835 0.8535 -0.3176
O 1.0111 0.1193 -0.6702
C 0.1912 -1.0169 0.3189
C -0.6713 -0.7222 1.5372
C -1.2666 -0.9653 0.1495
C -1.6379 0.4823 -0.6738
O -1.0068 0.5513 -1.8780
H 3.0534 0.5255 -0.9098
H 2.3707 0.6571 0.7327
H 2.0890 1.9475 -0.4604
H 0.9077 -1.8204 0.2257
H -0.6876 -1.4469 2.3695
H -0.7715 0.3004 1.9038
H -1.9015 -1.8181 -0.1362
H -2.7428 0.5483 -0.7094
H -1.2304 1.2233 0.0321
H 0.1098 0.5815 -1.5143
```

Results
HOMO = -8.86 eV
SMILES string = CO[C@H]1C[C@H]1CO
energy above the lowest of the compared OMol25 structures with the same formula, charge and spin = 4.956 eV
LUMO energy = 0.878 eV

The following is a DFT calculation (wB97M-V/def2-TZVPD) of a 2-piece molecular cluster, C5H11N overall.

The geometry in XYZ format:
```
17
C5H11N, DFT wB97M-V/def2-TZVPD
C -1.1295 2.2682 -2.6986
C -0.0107 2.5466 -1.9669
C 0.7495 1.5587 -0.9972
H -1.5981 3.1766 -3.0928
H -1.3213 1.3147 -2.9343
H 0.0897 3.6415 -1.8128
H 1.0859 0.5577 -1.3347
H 1.5729 2.0981 -0.3259
H 0.0140 1.5999 -0.2006
C -0.5748 -1.6698 0.9034
N 0.2604 -2.5059 1.4528
C 0.5731 -2.3547 2.8977
H -0.6236 -1.5844 -0.2370
H -0.6136 -0.6336 1.2682
H 1.6956 -2.1014 2.9437
H 0.1479 -3.1985 3.5701
H 0.0814 -1.4240 3.1554
```

Results
HOMO = -9.54 eV
SMILES string = C=CC.C=NC
energy above the lowest of the compared OMol25 structures with the same formula, charge and spin = 3.862 eV
LUMO energy = 0.871 eV

The following is a DFT calculation (wB97M-V/def2-TZVPD) of C3H3O4Sc as an isolated structure.

The geometry in XYZ format:
```
11
C3H3O4Sc, DFT wB97M-V/def2-TZVPD
C 0.4217 0.5240 1.2144
C 0.2590 1.4320 2.4311
O 1.1742 2.1211 2.7903
O -0.2015 -0.5446 1.1628
H 1.3961 0.6057 0.6974
H -0.6741 1.2918 3.0152
Sc -0.9246 -1.8385 -0.3133
O -0.7810 -1.0489 -2.1277
O -0.5857 0.3203 -3.8777
C -0.4010 0.0217 -2.7188
H 0.0790 0.8238 -1.9437
```

Results
charge = +2
HOMO = -18.37 eV
LUMO energy = -12.492 eV

The following is a DFT calculation (wB97M-V/def2-TZVPD) of a 5-piece molecular cluster, C17H39IN2O11S2 overall.

The geometry in XYZ format:
```
72
C17H39IN2O11S2, DFT wB97M-V/def2-TZVPD
C -0.5322 -4.2691 1.1830
C 0.4830 -3.3654 0.4524
C 0.0273 -3.0018 -0.9699
N -1.0729 -2.0507 -1.0753
C -1.0148 -0.6079 -0.8059
C -1.6148 -0.4006 0.6118
C -1.1838 0.6984 1.6037
C -2.1256 1.8766 1.6831
O -3.2901 1.7808 1.9368
O -1.5181 3.0566 1.4806
C 0.3790 0.0287 -1.1281
S 0.3467 1.8976 -1.0427
C 1.6343 -0.4890 -0.4363
C 2.9448 0.2608 -0.7515
C 3.3831 1.2562 0.3442
S 3.8450 2.9210 -0.1201
O 2.8534 3.8263 0.3731
O 5.2267 3.1460 0.2051
O 3.7623 2.8696 -1.7141
O 0.4637 -0.1777 -2.5501
C -0.7122 0.3239 -3.0510
O -0.7905 0.8393 -4.1044
C -1.8476 0.0138 -2.0554
N -2.6398 -0.9441 -2.7969
I -3.1258 1.7007 -1.5990
H -1.3143 -4.6287 0.5058
H -1.0269 -3.7423 2.0058
H -0.0422 -5.1381 1.6291
H 0.6342 -2.4505 1.0385
H 1.4661 -3.8484 0.4006
H -0.3291 -3.9319 -1.4325
H 0.8539 -2.6761 -1.6047
H -1.8727 -2.4200 -0.5696
H -1.4198 -1.3415 1.1327
H -2.7064 -0.3428 0.5083
H -1.2299 0.2443 2.6003
H -0.1595 1.0386 1.4715
H -2.2116 3.7312 1.3776
H 0.6472 2.0990 0.2407
H 1.7895 -1.5219 -0.7533
H 1.4603 -0.5326 0.6454
H 3.7383 -0.4893 -0.8164
H 2.8852 0.7292 -1.7321
H 2.5745 1.4057 1.0626
H 4.2546 0.8712 0.8787
H 4.4768 3.4331 -2.0562
H -3.5154 -1.1547 -2.3277
H -2.8692 -0.5348 -3.6992
C 6.5375 -0.9452 -1.1595
O 6.2126 -0.5838 0.1773
H 5.9242 -1.8075 -1.4133
H 6.3164 -0.1381 -1.8634
H 7.5885 -1.2261 -1.2585
H 6.7471 0.1801 0.4189
C -2.4673 6.7622 1.8576
O -3.7875 6.5566 1.3760
H -2.3092 6.0391 2.6562
H -1.7211 6.5914 1.0761
H -2.3279 7.7645 2.2695
H -3.9558 7.1846 0.6673
C -2.9351 -0.0234 5.2160
O -4.1236 -0.2282 4.4769
H -2.9307 -0.7518 6.0247
H -2.0376 -0.1837 4.6081
H -2.8886 0.9791 5.6512
H -4.1460 0.4170 3.7585
C -2.2610 -4.6289 -3.7544
O -2.6968 -4.2708 -2.4537
H -2.7828 -5.5441 -4.0278
H -2.5003 -3.8544 -4.4878
H -1.1836 -4.8208 -3.7851
H -2.2362 -3.4569 -2.2101
```

Results
HOMO = -8.85 eV
SMILES string = CCCN[C@@]1(CCC(=O)O)[C@@](S)(CCCS(=O)(=O)O)OC(=O)[C@]1(N)I.CO.CO.CO.CO
energy above the lowest of the compared OMol25 structures with the same formula, charge and spin = 0.000 eV
LUMO energy = 0.180 eV

The following is a DFT calculation (wB97M-V/def2-TZVPD) of a 2-piece molecular cluster, C6H9NO overall.

The geometry in XYZ format:
```
17
C6H9NO, DFT wB97M-V/def2-TZVPD
C -0.4276 0.7610 0.5737
C 0.2567 1.0752 1.8935
C 1.0184 0.2808 0.7282
C 0.3111 -0.4876 -1.2453
C -1.1280 -0.7371 -1.4913
C -0.6804 0.6294 -0.8801
H 0.3188 -1.1807 1.6835
H 0.9658 1.8837 2.1497
H -0.4105 0.7127 2.7475
H 1.4699 1.0179 -0.0861
H 0.8989 -1.6750 0.3034
H 0.7319 -0.3839 -2.3594
H -1.3964 -0.4675 -2.5736
H -1.6889 -1.6316 -0.9695
H -0.4551 1.4685 -1.5941
N 1.2430 -0.7862 0.0108
O -1.0277 -0.4794 1.1091
```

Results
HOMO = -8.39 eV
energy above the lowest of the compared OMol25 structures with the same formula, charge and spin = 11.903 eV
LUMO energy = -0.035 eV

no.,largest force on an atom (Eh/bohr)
1,0.0809
2,0.0604
3,0.1086
4,0.1534
5,0.0216
6,0.1529